{"formula": "C36H37NP2V", "method": "ωB97M-V/def2-TZVPD", "symbols": ["C", "C", "C", "C", "H", "H", "H", "C", "N", "H", "C", "H", "H", "C", "C", "H", "H", "C", "H", "P", "C", "C", "C", "H", "H", "C", "H", "H", "H", "C", "P", "H", "C", "H", "H", "H", "C", "C", "H", "H", "C", "H", "V", "C", "H", "H", "H", "C", "C", "H", "C", "H", "C", "C", "C", "C", "C", "C", "H", "H", "H", "H", "C", "H", "C", "H", "H", "H", "H", "C", "C", "C", "C", "H", "H", "C", "C"], "positions_angstrom": [[-2.74825, -3.37993, 0.47091], [-2.58578, 0.68862, 3.74852], [-1.76557, 2.25061, 6.14254], [3.50745, 1.76769, -6.70895], [-1.09090, 0.87840, 7.65730], [-3.32278, 1.17161, 4.40696], [-2.47406, 2.54363, 2.69003], [1.24586, 4.09781, -0.55415], [1.82170, 0.73961, 6.98812], [0.01484, 2.95011, -1.91354], [-2.41028, -2.59313, 1.57728], [-3.53235, -4.13040, 0.55842], [0.23450, 2.92407, 5.69747], [3.66185, 2.61390, -5.60393], [2.30833, 0.19190, -5.29204], [-2.77514, 0.66449, 7.21771], [2.66167, -0.09885, -7.40408], [3.41680, 3.14457, -0.01883], [-1.03979, -1.16471, 6.34786], [1.63687, 0.52480, -2.59127], [2.46030, 4.15742, 0.13377], [-0.72218, -1.46151, 0.27423], [-0.09451, 0.71030, -3.11103], [-0.38570, 1.63485, -3.61975], [1.79129, -0.76427, -5.17249], [0.03118, -4.32745, -3.64394], [-2.00307, -0.35196, -2.95449], [3.91754, 2.03997, -7.68591], [2.66880, 5.00327, 0.79169], [-0.91174, -0.36112, -2.88497], [-0.07352, -1.86946, -2.32535], [-2.91267, -2.73494, 2.53467], [-1.49051, -5.07596, -5.38016], [-2.34986, -1.95768, -4.28272], [1.55664, -1.96468, 4.61817], [-1.79662, -5.82717, -6.11210], [-0.62701, 2.46110, 5.21078], [3.13707, 2.26537, -4.35556], [-1.67869, 2.95570, 6.98536], [2.49103, -0.67385, 3.79466], [-1.35738, -0.23851, 5.84925], [3.26210, 2.94858, -3.51418], [0.22565, 0.35477, 4.19318], [-2.21175, -3.88392, -5.26007], [0.18387, -6.23089, -4.65256], [-1.10792, -0.99972, 2.31674], [-1.93725, -1.37702, 4.10650], [-0.67039, 2.40853, 3.82155], [-1.80972, -0.36116, 4.51639], [0.07834, -0.71931, 0.19937], [2.81121, 0.55897, -6.54525], [-2.73489, 2.46037, 5.67526], [-1.06494, -2.25320, -0.83626], [0.96463, 3.00781, -1.38309], [-0.68667, -3.11681, -3.52987], [2.44291, 1.05677, -4.18713], [-1.80077, -2.89759, -4.35158], [1.52699, -1.21773, 3.80609], [-2.34226, -3.82825, -1.60193], [0.51353, 4.90037, -0.45252], [-3.09420, -3.71750, -5.87609], [4.19379, 3.55826, -5.72347], [-0.37466, -5.29734, -4.56711], [3.85427, 1.23237, -0.93251], [-1.40399, -1.62553, 1.46631], [-1.36017, 1.37797, 2.04937], [0.90034, -4.49984, -3.00294], [0.00672, 3.04631, 3.23399], [1.31689, -1.67935, 2.82821], [1.91226, 1.98835, -1.53041], [-2.07686, -3.21499, -0.74016], [-1.77215, 0.84710, 6.79120], [3.13405, 2.04701, -0.83058], [-3.19143, 0.16474, 2.98568], [4.37781, 3.21222, 0.48992], [1.28411, 0.58238, 5.95060], [-1.76482, 1.76299, 3.00693]], "forces_ev_per_a": [[0.1, 0.2, 0.3], [-1.1, -0.1, -0.3], [-0.7, -0.5, 0.9], [-0.3, -0.2, 0.5], [-0.1, -0.2, -0.4], [0.3, -0.2, -0.3], [0.2, -0.1, 0.0], [0.0, -0.2, 0.0], [-1.2, -0.3, -2.3], [0.2, 0.1, 0.2], [0.2, 0.2, -0.1], [0.2, 0.2, 0.0], [-0.1, 0.0, -0.5], [-0.1, -0.2, -0.1], [0.0, 0.2, -0.1], [0.3, -0.3, -0.4], [0.1, 0.2, 0.3], [-0.2, 0.0, -0.1], [0.2, 0.4, -0.4], [0.0, 1.5, -1.8], [0.1, -0.1, -0.1], [-0.3, -0.2, -0.2], [-1.2, -1.7, 0.3], [-0.1, -0.3, 0.3], [0.1, 0.2, -0.1], [-0.3, 0.2, -0.1], [0.3, 0.1, -0.3], [-0.2, -0.1, 0.4], [0.0, -0.2, -0.3], [1.2, 1.7, 0.0], [-1.5, -0.5, -0.4], [0.0, -0.1, -0.3], [0.0, 0.2, 0.2], [0.1, -0.4, -0.1], [-0.1, 0.3, -0.3], [0.1, 0.2, 0.3], [0.0, 2.1, -1.5], [0.1, 0.0, 0.1], [0.2, 0.0, -0.5], [-0.2, -0.3, -0.1], [-1.4, -1.1, -1.3], [0.0, -0.2, -0.3], [0.8, -2.5, 1.4], [0.2, 0.1, 0.3], [-0.2, 0.3, 0.0], [-0.3, -0.4, -0.4], [0.6, 0.4, 0.4], [0.1, 0.9, 1.4], [0.4, -0.4, 1.3], [-0.2, -0.2, 0.0], [0.0, 0.1, 0.1], [0.4, 0.0, 0.0], [0.6, 0.3, 0.4], [0.1, 0.0, 0.1], [0.7, -0.4, -0.3], [0.3, -0.6, 0.0], [0.0, -0.1, -0.1], [-0.3, 1.1, 0.1], [0.1, 0.2, 0.2], [0.2, -0.2, 0.0], [0.2, 0.0, 0.1], [-0.2, -0.3, 0.1], [0.0, 0.1, 0.2], [-0.1, 0.3, 0.0], [0.0, -0.1, 0.0], [0.0, 0.0, 0.3], [-0.2, 0.0, -0.3], [0.3, -0.6, 0.4], [-0.1, 0.1, 0.2], [0.3, -0.5, 0.6], [0.2, 0.1, 0.0], [0.7, 0.7, 0.5], [-0.2, 0.2, -0.1], [0.3, 0.2, 0.3], [-0.3, 0.0, -0.1], [0.8, 0.3, 1.5], [-0.3, 0.0, 0.0]], "multiplicity": 2, "molar_mass_g_mol": 596.59, "de_lowest_ev": 0.134, "energy_ev": -83666.2353, "charge": 2}

---

{"formula": "C43H45BrClN6PSbY", "method": "ωB97M-V/def2-TZVPD", "symbols": ["H", "C", "H", "H", "C", "N", "H", "C", "H", "C", "N", "C", "C", "H", "C", "C", "C", "H", "C", "H", "C", "C", "C", "H", "C", "C", "N", "C", "C", "C", "H", "N", "C", "C", "H", "H", "H", "H", "H", "H", "Y", "Sb", "H", "C", "H", "Cl", "C", "H", "H", "P", "H", "H", "C", "C", "H", "H", "C", "H", "C", "C", "C", "H", "C", "C", "H", "H", "H", "C", "C", "H", "C", "C", "H", "C", "C", "H", "H", "C", "N", "Br", "C", "C", "H", "C", "H", "H", "C", "H", "H", "H", "H", "C", "H", "H", "H", "C", "N", "H", "H"], "positions_angstrom": [[-1.53333, 1.35002, 6.18024], [0.12005, 0.94258, 4.86493], [0.04938, -5.18977, -1.68355], [2.55638, 1.83211, 0.23967], [-2.03884, -2.16418, -0.67459], [2.70585, 0.94049, -0.23476], [-2.41217, -5.22680, -2.05976], [0.70391, -2.58776, 3.07920], [-3.17089, -1.13908, 0.81871], [3.22455, -3.05843, 2.09550], [1.04628, -0.87323, -2.31218], [2.02125, 3.97594, 1.43433], [-1.93648, -4.36132, -1.61661], [-4.10325, 3.91822, 2.80225], [0.76001, -0.43195, -3.54889], [-0.58177, 5.44787, -0.07736], [1.74992, -0.36496, -4.53683], [5.54612, 2.32329, 1.43268], [-0.63541, 3.48924, -1.41342], [-1.38529, -2.24035, 2.73398], [2.72963, 3.84211, 2.63492], [0.02248, -3.21678, -0.85151], [-0.28795, 4.08774, -0.21613], [4.17358, -3.34575, 1.65887], [3.01551, -0.84036, -4.27671], [-2.08570, 3.55012, 2.18286], [-0.43324, 0.36066, 2.59380], [2.23273, -1.49451, -2.11087], [-0.55821, -4.33783, -1.40552], [-2.83935, -0.98285, -0.20935], [0.67740, 4.46045, 3.93580], [5.38440, 2.60821, 0.46648], [3.23879, -1.48863, -3.05921], [-1.33670, 4.72057, 4.57754], [4.13111, 6.15038, -0.12479], [-0.79122, 0.82108, -4.39205], [-1.33966, -0.25024, -3.07692], [6.20465, 3.14783, 0.18000], [-0.34917, 5.94767, 0.85570], [-0.84379, -1.82512, 4.38241], [0.51064, -0.23441, 0.34687], [2.19573, -3.21067, -0.76628], [-3.73619, -0.85729, -0.81346], [5.19651, 1.43140, -0.44898], [0.89463, 1.10440, 5.60159], [-0.27976, 1.77039, -1.67049], [4.09197, 0.47679, -0.01478], [-2.44620, 0.35983, 2.12394], [-1.04074, 5.19819, 5.50267], [0.40687, 3.12377, 1.16115], [2.05938, 4.90481, -0.51625], [-1.98584, 6.05776, -3.09752], [3.74958, 5.49634, 0.64947], [-1.72792, 0.51649, 2.91616], [2.35146, 3.20837, 3.42489], [-3.43508, 4.94505, 4.95338], [-0.72536, 3.69103, 2.48507], [-1.50012, 3.64667, -3.37698], [-2.67653, -3.25517, -1.25633], [3.89342, 4.56860, 2.86300], [0.43936, 0.59127, 3.57528], [4.15971, -2.03582, -2.89353], [-3.05537, 4.00080, 3.06151], [1.68482, -3.13041, 3.91366], [4.22790, -0.43427, -0.59585], [-3.74702, -3.22744, -1.41069], [3.74057, -3.71351, 4.08674], [-0.35901, 4.28803, 3.68673], [-1.24070, 4.15829, -2.46002], [-2.38951, 3.12930, 1.22855], [2.96879, -3.30669, 3.44528], [4.39446, 5.41677, 1.88001], [5.02110, 1.83138, -1.44747], [-0.71707, -2.51395, 3.54621], [2.57479, 4.77942, 0.42757], [-3.22484, 0.96445, 4.37047], [2.58149, 1.13398, -1.22907], [2.21441, -2.53459, 1.31048], [-0.71226, -2.14111, -0.47630], [2.27838, 0.40995, 3.11475], [-2.68065, 4.58064, 4.26838], [-0.66502, -0.15435, -3.92420], [4.60213, 3.27741, 0.46132], [-1.23001, 1.07855, 5.17737], [-1.39835, 7.20478, -0.98438], [6.14262, 0.89166, -0.46345], [-1.17828, 6.15278, -1.10829], [-0.95692, -0.90086, -4.66715], [3.79010, -0.80084, -5.03236], [4.20859, 0.20070, 1.03473], [1.41600, -3.43352, 4.91788], [-1.50947, 5.50917, -2.29595], [5.27581, 6.01588, 2.07398], [4.38899, 4.50094, 3.82388], [-1.01374, -3.50021, 3.90760], [-2.16534, 0.86078, 4.18260], [1.00416, -2.21063, 1.82652], [1.49291, 0.01986, -5.51573], [-2.28035, -0.03849, -0.28101]], "forces_ev_per_a": [[0.0, 0.0, 0.0], [0.0, 0.0, 0.0], [0.0, 0.0, 0.0], [0.0, 0.0, 0.1], [0.0, 0.0, 0.0], [0.1, 0.1, -0.1], [0.0, 0.0, 0.0], [0.0, 0.0, 0.0], [0.0, 0.0, 0.0], [0.0, 0.0, 0.0], [0.0, 0.0, 0.0], [0.0, 0.0, -0.1], [0.0, 0.1, 0.0], [0.0, 0.0, 0.0], [0.0, 0.0, 0.0], [0.0, 0.0, 0.0], [0.0, 0.0, 0.0], [0.0, 0.0, 0.1], [0.0, 0.1, 0.1], [0.0, 0.0, 0.0], [0.0, 0.0, 0.0], [0.2, 0.0, 0.0], [0.0, -0.1, 0.0], [0.0, 0.0, 0.0], [0.0, 0.0, 0.0], [0.0, 0.0, 0.0], [0.0, 0.1, 0.0], [0.0, 0.0, 0.0], [0.0, 0.0, 0.0], [0.0, 0.0, -0.1], [0.0, 0.0, 0.0], [0.1, 0.0, -0.1], [0.0, 0.0, 0.0], [0.0, 0.0, 0.0], [0.0, 0.0, 0.0], [0.0, 0.0, 0.0], [0.0, 0.0, 0.0], [0.1, 0.0, 0.0], [0.0, 0.0, 0.0], [0.0, 0.0, 0.0], [0.3, -0.6, 0.1], [-0.1, 0.1, 0.0], [0.0, 0.0, 0.0], [0.0, -0.1, -0.1], [0.0, 0.0, 0.0], [0.0, 0.0, 0.0], [-0.1, 0.0, 0.0], [0.0, 0.0, 0.0], [0.0, 0.0, 0.0], [0.0, 0.2, 0.1], [0.0, 0.0, 0.0], [0.0, 0.0, 0.0], [0.0, 0.0, 0.0], [-0.1, 0.0, 0.0], [0.0, 0.0, 0.0], [0.0, 0.0, 0.0], [0.0, 0.0, 0.0], [0.0, 0.0, 0.0], [0.0, -0.1, 0.0], [0.0, 0.0, 0.0], [0.0, 0.0, 0.0], [0.0, 0.0, 0.0], [0.0, 0.0, 0.0], [0.0, 0.0, 0.0], [0.0, 0.0, 0.0], [0.0, 0.0, 0.0], [0.0, 0.0, 0.0], [0.0, 0.0, 0.0], [0.0, 0.0, -0.1], [0.0, 0.0, 0.0], [0.0, 0.0, 0.0], [0.1, -0.1, 0.0], [0.0, 0.0, 0.0], [0.0, 0.0, 0.0], [0.0, 0.0, 0.0], [0.0, 0.0, 0.0], [0.0, 0.0, 0.0], [-0.1, 0.1, 0.0], [-0.2, -0.1, -0.1], [-0.1, 0.0, -0.1], [0.0, 0.0, 0.0], [0.0, 0.0, 0.0], [-0.2, 0.1, 0.1], [0.0, 0.0, 0.0], [0.0, 0.0, 0.0], [0.0, 0.0, 0.0], [0.0, 0.0, 0.0], [0.0, 0.0, 0.0], [0.0, 0.0, 0.0], [0.0, 0.0, 0.0], [0.0, 0.0, 0.0], [0.0, 0.0, 0.0], [0.0, 0.0, 0.0], [0.0, 0.0, 0.0], [0.0, 0.0, 0.0], [0.0, 0.0, 0.0], [-0.1, 0.0, 0.0], [0.0, 0.0, 0.0], [0.0, 0.0, 0.0]], "molar_mass_g_mol": 1002.87, "de_lowest_ev": 1.953, "energy_ev": -153664.4278, "charge": 4}